[1]
C18H41BF4N6O11P4Ti as an isolated structure in a non-equilibrium geometry. Source: OMol25; level of theory: ωB97M-V with the def2-TZVPD basis set.

Computed properties:
- ⟨S²⟩ = 0.752
- total energy (eV) = -122629.2444
- relative energy (zero: lowest compared OMol25 entry of this formula, charge and spin) (kJ/mol) = 25.47
- HOMO level (spin up / spin down) (eV) = -10.7 / -11.4

```
! wB97M-V def2-TZVPD RIJCOSX def2/J DEFGRID3
* xyz 1 2
H 1.03 4.69 1.29
O -1.56 -1.35 4.53
P -0.78 -0.90 -2.64
N -2.40 -0.86 -2.57
O -0.43 -2.43 -2.21
H -0.11 -5.49 -2.51
H 0.00 -1.76 -5.97
C 2.47 -2.42 -2.92
C -3.00 0.47 -2.79
C 2.61 -0.04 2.13
H -1.87 -4.90 -0.87
H 2.76 -3.34 0.34
H 0.76 1.10 -3.78
H 2.58 -0.95 1.55
O -1.05 -2.79 2.57
C 1.61 1.97 2.59
C -3.27 -1.99 -2.91
N -0.19 -0.75 -4.16
C -3.46 0.51 3.11
C -3.06 -0.79 2.40
O -2.50 -1.95 0.08
P -1.40 -1.31 2.95
O 0.36 -2.01 0.24
H 1.59 -5.22 -2.07
F 4.31 0.16 -1.07
H 0.27 3.72 -2.06
H -3.92 0.53 -2.20
B 3.14 0.87 -1.13
H -4.42 0.84 2.72
H 4.32 -0.61 3.26
H -0.45 2.35 2.23
H 1.15 0.36 -5.32
H -1.00 -5.73 0.44
N 0.65 3.76 1.18
C 3.15 -3.02 -0.63
H -0.84 -1.80 4.99
H -0.43 1.14 -5.11
H -3.58 -1.97 -3.96
H -3.23 0.64 -3.84
H 2.76 -1.36 -2.93
H -2.33 1.24 -2.43
F 3.14 2.01 -0.33
H 0.34 3.57 3.22
H -2.73 1.29 2.93
N 2.05 -2.86 -1.60
O 0.25 2.05 -0.17
H 0.59 5.15 -1.03
Ti 0.25 0.22 0.38
C 0.55 3.25 -0.03
H -4.17 -1.93 -2.29
C 3.56 1.32 3.82
F 2.09 -0.10 -0.55
P -2.95 -0.47 0.58
F 2.72 1.15 -2.42
O -4.24 -0.10 -0.02
O -3.99 -1.85 2.59
C 0.60 -5.44 -1.68
C 0.83 4.10 -1.22
H 2.47 3.14 4.16
H -1.45 -4.03 0.61
H -1.62 -1.11 -5.69
H 3.70 -2.09 -0.51
P 0.55 -2.86 -1.00
N 0.19 -4.43 -0.69
C -0.76 -1.58 -5.21
C 0.47 2.92 2.36
H -0.52 -2.76 1.73
H -2.77 -2.94 -2.71
H 1.90 4.01 -1.46
H 3.83 -3.80 -0.99
H 0.62 -6.41 -1.19
H 4.30 1.52 4.58
C 2.54 2.23 3.58
C 0.34 0.54 -4.61
H 1.68 -2.57 -3.65
H -3.32 -2.43 -0.12
N 1.67 0.86 1.85
H -4.26 -1.87 3.51
H -3.54 0.36 4.19
C 3.58 0.15 3.09
H -1.07 -2.55 -4.81
C -1.11 -4.78 -0.09
O -0.13 0.06 -1.72
H 3.33 -3.02 -3.22
O -0.32 -0.39 2.45
O -1.72 0.44 0.45
*
```

Mulliken population analysis, charges in e, atoms 1 to 6: 0.290 -0.542 -0.839 1.147 -0.401 0.290

[2]
C47H44N7O5STi as an isolated structure in a non-equilibrium geometry. Source: OMol25; level of theory: ωB97M-V with the def2-TZVPD basis set.

Computed properties:
- total energy (eV) = -104077.7754
- HOMO level (eV) = -4.7

```
! wB97M-V def2-TZVPD RIJCOSX def2/J DEFGRID3
* xyz -1 1
C -3.95 -0.93 -1.92
C -1.73 -4.04 3.69
C 3.28 2.58 2.25
H -2.87 -0.98 -2.06
C -0.71 -1.69 0.94
H -4.31 -0.08 -2.50
H -4.03 2.23 2.57
O -3.75 1.92 -1.93
N 2.18 -0.10 -0.82
H 5.59 2.70 -1.46
H 3.13 -1.02 -4.32
H -0.97 -0.85 1.57
C 5.50 1.65 2.49
H -1.37 -6.15 3.88
C -2.25 4.22 -1.52
H 2.03 -2.44 -1.56
H 0.07 -5.61 -3.66
H 1.30 -0.39 5.30
H -3.28 4.31 -1.82
H -0.06 0.78 3.59
C -3.73 0.20 0.38
H -2.18 -3.01 -1.11
C -5.00 -0.66 2.24
H -0.99 0.57 -5.50
C -0.73 -0.06 -3.52
H 6.52 1.22 0.65
C -0.13 5.15 -1.00
N 2.77 -0.40 -2.04
N 3.00 -0.03 -4.25
H 0.57 5.96 -0.87
C 0.31 3.88 -0.64
N -2.75 1.15 0.01
H 4.03 -1.64 2.25
C -0.59 -5.35 2.05
H -3.29 2.10 -2.80
C -1.24 -5.27 3.27
H 4.25 2.25 4.12
C -0.23 -1.42 -0.29
H 2.06 4.25 2.81
C 2.81 -0.55 0.21
H -0.85 2.50 -3.91
C 2.76 -1.10 3.89
H -2.50 0.21 -4.66
H -2.23 -3.95 4.64
N -1.74 2.13 -4.24
H -2.10 -4.90 -2.68
H -5.27 -0.62 3.29
C 4.78 2.01 -1.21
C -4.29 -0.78 -0.46
H 3.77 -1.04 0.02
C -4.08 0.25 1.74
H -2.45 1.49 2.37
C 1.18 -4.07 -2.65
C 3.37 2.45 0.85
C 1.71 3.83 -0.02
C 2.36 -0.49 1.58
C -0.42 -4.22 1.25
H 2.58 0.41 -5.05
C 5.61 1.58 1.11
O 2.16 4.93 0.34
C -5.18 -1.69 0.10
O 0.45 0.85 1.07
N 2.23 2.63 0.05
H -4.39 -1.84 -2.31
C -1.53 0.71 -4.57
H -6.24 -2.37 1.84
Ti 0.33 0.66 -0.72
C -1.19 -4.36 -2.44
H -0.19 -6.30 1.71
H 3.37 -1.61 4.63
C 4.34 2.17 3.05
H 0.11 -4.32 0.31
C -0.09 -2.55 -1.25
C -2.78 1.89 -1.01
O -0.75 0.42 -2.30
H 1.14 2.80 2.44
H 5.05 1.03 -1.60
C 1.61 -0.42 4.26
C -1.41 5.32 -1.47
C 2.06 3.16 2.91
C 2.48 0.39 -3.05
H 2.04 2.90 3.97
H -3.53 0.96 3.69
C 0.84 0.23 3.31
C -5.55 -1.64 1.43
C 3.13 -1.12 2.55
H -1.97 2.64 -5.09
C -1.55 -2.91 2.89
C 1.12 -2.97 -1.79
H -5.59 -2.47 -0.54
C -1.76 2.98 -1.14
N -0.48 2.79 -0.74
C 1.20 0.21 1.97
C 0.03 -4.76 -2.99
S 1.63 1.89 -2.99
O -0.15 -1.05 -3.88
C -0.91 -2.98 1.65
H 2.13 -4.37 -3.05
H 3.88 2.35 -1.73
H 6.31 1.31 3.12
H -1.92 -1.95 3.24
H -1.77 6.30 -1.75
C -3.48 1.29 2.65
C 4.57 2.00 0.28
C -1.24 -3.28 -1.58
*
```

Mulliken population analysis, charges in e, atoms 1 to 6: -1.025 -0.951 1.392 -0.039 -0.197 0.458